Computed, not measured: one molecule with the formula C17H24N2O7S in a non-equilibrium geometry, with wB97M-V/def2-TZVPD.

Results
Molar mass: 400.5 g/mol
Total energy: -46166.6478 eV
Orbital gap: 0.328 Eh
HOMO energy: -8.40 eV
ΔE to the lowest compared entry with this formula, charge and spin: 76.6 kJ/mol
Structure (SMILES): CCCCCN(C(=O)NC(=O)OC[C@@H]1COc2ccccc2O1)S(C)(=O)=O

Atoms and positions in Å:
C 1.86 -3.62 -2.99
C 0.82 -3.20 -1.96
C 1.28 -3.49 -0.54
C 0.28 -3.04 0.53
C 0.28 -1.52 0.69
N -0.80 -0.98 1.50
C -0.76 -1.15 2.86
O -0.23 -2.09 3.39
N -1.39 -0.17 3.60
C -1.52 1.18 3.31
O -2.13 1.94 4.00
O -0.79 1.51 2.24
C -0.93 2.82 1.71
H -1.43 2.71 0.74
H -1.53 3.43 2.38
C 0.47 3.44 1.52
O 1.37 2.50 0.97
C 1.19 2.27 -0.37
C 1.81 1.17 -0.94
C 1.63 0.88 -2.28
C 0.83 1.70 -3.06
C 0.24 2.82 -2.51
C 0.43 3.13 -1.17
O -0.14 4.27 -0.67
C 0.37 4.65 0.59
H -0.32 5.40 0.98
H 1.37 5.09 0.47
H -0.37 3.48 -3.10
H 0.67 1.47 -4.10
H 2.11 0.02 -2.71
H 2.42 0.55 -0.31
H 0.89 3.72 2.49
H -1.64 -0.42 4.55
S -2.05 -0.25 0.63
O -1.51 0.64 -0.34
O -3.05 0.23 1.53
C -2.77 -1.65 -0.25
H -2.09 -1.99 -1.01
H -3.69 -1.28 -0.70
H -3.00 -2.43 0.47
H 1.22 -1.22 1.14
H 0.18 -1.02 -0.28
H -0.72 -3.40 0.26
H 0.53 -3.49 1.49
H 2.24 -2.99 -0.36
H 1.45 -4.56 -0.44
H -0.11 -3.74 -2.15
H 0.62 -2.13 -2.08
H 2.07 -4.69 -2.90
H 2.79 -3.09 -2.83
H 1.52 -3.42 -4.00